[1]
Below is a structure of composition C13H39BI2N8O7P, with properties calculated with ωB97M-V/def2-TZVPD.

```
71
Properties=species:S:1:pos:R:3
C 4.879 -0.424 1.370
O 4.638 0.885 0.916
C 4.005 1.682 1.919
C 3.353 2.900 1.277
C 1.829 2.914 1.371
C 1.143 1.867 0.488
P 0.587 0.227 1.325
C -0.158 -0.344 -0.442
B -0.184 -1.878 -0.406
O -1.378 -2.572 -0.359
O 0.993 -2.662 -0.434
C -1.258 0.997 1.877
I -0.986 2.081 3.693
C -2.350 -0.089 1.904
C -3.328 0.011 0.730
I -3.553 -0.329 3.701
H 5.349 -0.419 2.365
H 5.559 -0.906 0.665
H 3.948 -1.002 1.438
H 3.246 1.073 2.430
H 4.767 1.959 2.663
H 3.751 3.818 1.722
H 3.656 2.902 0.225
H 1.535 2.744 2.413
H 1.480 3.922 1.126
H 0.278 2.302 -0.022
H 1.839 1.538 -0.293
H 1.177 0.638 2.590
H 0.109 -1.031 1.967
H 1.821 -0.466 0.960
H -1.120 0.121 -0.646
H 0.568 0.056 -1.154
H -1.241 -3.504 -0.152
H 1.351 -2.815 0.448
H -1.568 1.789 1.194
H -1.847 -1.058 1.890
H -4.297 -0.441 0.940
H -2.923 -0.538 -0.118
H -3.492 1.045 0.426
C -0.564 -6.279 -0.453
O -0.321 -6.278 0.744
N -1.660 -6.943 -0.958
N 0.189 -5.635 -1.375
H -1.896 -6.938 -1.932
H -2.254 -7.407 -0.299
H 0.968 -5.089 -1.050
H 0.015 -5.619 -2.367
C -3.382 1.488 -2.821
O -3.294 2.161 -1.814
N -4.175 1.848 -3.885
N -2.694 0.315 -2.972
H -4.256 1.303 -4.721
H -4.684 2.706 -3.797
H -2.105 0.034 -2.204
H -2.754 -0.264 -3.786
C -1.879 6.608 2.357
O -1.062 6.501 1.464
N -2.800 7.638 2.364
N -1.974 5.765 3.420
H -3.503 7.746 3.069
H -2.770 8.273 1.589
H -1.381 4.953 3.492
H -2.651 5.906 4.145
C 1.959 -4.059 -3.856
O 1.108 -4.934 -3.978
N 1.826 -3.034 -2.978
N 3.118 -4.082 -4.582
H 2.551 -2.363 -2.807
H 1.063 -3.079 -2.321
H 3.243 -4.844 -5.220
H 3.840 -3.395 -4.479
```

Values from the calculation:
Total energy in eV: -66538.54890
Total charge: -1
Orbital gap in hartree: 0.242
Spin multiplicity: 1

[2]
Below is a structure of composition C13H3F5FeNO4S, with properties calculated with ωB97M-V/def2-TZVPD.

```
28
Properties=species:S:1:pos:R:3
Fe -0.006 -0.298 0.277
O -1.075 2.047 3.530
C -0.516 1.460 2.617
O -0.737 0.274 2.175
C 0.657 2.137 1.909
C 1.342 3.262 2.333
C 2.509 3.608 1.659
C 2.981 2.805 0.623
C 2.230 1.699 0.272
N 1.092 1.436 0.882
C 2.628 0.583 -0.688
O 3.577 0.745 -1.435
O 1.904 -0.473 -0.535
H 0.964 3.825 3.175
H 3.068 4.486 1.959
H 3.912 3.003 0.109
F -1.909 2.133 -6.117
C -1.959 1.837 -4.809
C -0.942 1.116 -4.211
F 0.105 0.719 -4.944
C -1.026 0.810 -2.869
F -0.020 0.088 -2.341
C -2.091 1.191 -2.049
S -2.204 0.778 -0.366
C -3.081 1.935 -2.693
F -4.140 2.373 -1.997
C -3.027 2.247 -4.038
F -4.017 2.953 -4.609
```

Values from the calculation:
Total energy in eV: -82023.33793
<S²>: 6.011
Total charge: -1
Orbital gap (alpha / beta) in hartree: 0.285 / 0.279
Relative energy (zero: lowest compared OMol25 entry of this formula, charge and spin) in kJ/mol: 0.0
Spin multiplicity: 5

[3]
Below is a cluster of 8 separate species, C13H40ClO11S6 in total, with properties calculated with ωB97M-V/def2-TZVPD.

```
71
Properties=species:S:1:pos:R:3
Cl -1.284 -1.288 0.120
O -1.962 -0.034 0.356
O -1.552 -2.202 1.195
O -1.746 -1.852 -1.117
O 0.138 -0.947 0.038
C 0.354 -3.243 -3.205
O 0.832 -2.866 -4.487
H 0.784 -4.186 -2.837
H 0.596 -2.437 -2.516
H -0.718 -3.464 -3.195
H 0.260 -3.214 -5.171
C 1.315 -4.173 0.294
S 1.761 -5.754 1.067
O 2.928 -6.303 0.272
C 2.626 -5.054 2.533
H 2.200 -3.689 -0.112
H 0.804 -3.560 1.040
H 0.596 -4.366 -0.499
H 1.907 -4.602 3.215
H 3.340 -4.369 2.080
H 3.157 -5.855 3.039
C 0.460 0.582 -2.942
S -0.057 1.747 -4.227
O -0.850 2.746 -3.433
C 1.596 2.434 -4.581
H -0.391 0.009 -2.569
H 0.985 0.968 -2.070
H 1.085 -0.179 -3.429
H 1.423 3.173 -5.365
H 2.158 1.653 -5.107
H 2.173 2.792 -3.735
C 4.350 0.538 -1.776
S 3.958 -1.170 -1.299
O 5.291 -1.836 -1.132
C 3.418 -0.719 0.365
H 3.452 1.097 -2.038
H 4.973 0.490 -2.670
H 4.930 0.970 -0.964
H 4.159 -0.186 0.967
H 3.090 -1.608 0.901
H 2.570 -0.027 0.387
C -0.420 3.760 -0.561
S 0.203 3.988 1.147
O -0.978 3.962 2.061
C 1.038 2.357 1.187
H -0.985 4.634 -0.878
H -1.049 2.872 -0.645
H 0.385 3.626 -1.284
H 1.635 2.354 2.099
H 1.704 2.236 0.336
H 0.253 1.600 1.227
C -4.362 2.123 1.221
S -4.409 3.142 -0.263
O -5.865 3.267 -0.650
C -3.912 4.658 0.598
H -4.516 1.075 0.979
H -5.150 2.457 1.899
H -3.403 2.255 1.721
H -3.105 4.472 1.302
H -4.788 5.050 1.123
H -3.660 5.407 -0.153
C -1.165 0.147 3.932
S -2.466 -0.426 5.067
O -3.320 0.786 5.247
C -3.306 -1.472 3.864
H -0.499 0.870 4.394
H -1.738 0.573 3.109
H -0.543 -0.663 3.541
H -2.753 -2.366 3.585
H -3.731 -0.948 3.007
H -4.205 -1.815 4.393
```

Values from the calculation:
Total energy in eV: -114176.14382
Total charge: -1
Orbital gap in hartree: 0.305
Spin multiplicity: 1

Repeat the second record exactly.
Below is a structure of composition C13H3F5FeNO4S, with properties calculated with ωB97M-V/def2-TZVPD.

```
28
Properties=species:S:1:pos:R:3
Fe -0.006 -0.298 0.277
O -1.075 2.047 3.530
C -0.516 1.460 2.617
O -0.737 0.274 2.175
C 0.657 2.137 1.909
C 1.342 3.262 2.333
C 2.509 3.608 1.659
C 2.981 2.805 0.623
C 2.230 1.699 0.272
N 1.092 1.436 0.882
C 2.628 0.583 -0.688
O 3.577 0.745 -1.435
O 1.904 -0.473 -0.535
H 0.964 3.825 3.175
H 3.068 4.486 1.959
H 3.912 3.003 0.109
F -1.909 2.133 -6.117
C -1.959 1.837 -4.809
C -0.942 1.116 -4.211
F 0.105 0.719 -4.944
C -1.026 0.810 -2.869
F -0.020 0.088 -2.341
C -2.091 1.191 -2.049
S -2.204 0.778 -0.366
C -3.081 1.935 -2.693
F -4.140 2.373 -1.997
C -3.027 2.247 -4.038
F -4.017 2.953 -4.609
```

Values from the calculation:
Total energy in eV: -82023.33793
<S²>: 6.011
Total charge: -1
Orbital gap (alpha / beta) in hartree: 0.285 / 0.279
Relative energy (zero: lowest compared OMol25 entry of this formula, charge and spin) in kJ/mol: 0.0
Spin multiplicity: 5